(1)
ORCA calculation (ωB97M-V/def2-TZVPD) on the molecule C4H4O3 at a distorted geometry.

Last column: Mulliken charge in e.
Geometry (Å):
C (1.023, 0.036, 0.057)  0.58
C (-1.019, -1.204, -0.005)  -0.19
C (-1.688, 0.103, -0.016)  -0.44
C (-1.019, 1.223, 0.025)  -0.23
H (-1.382, -1.721, -0.790)  0.29
H (-1.127, -1.776, 0.991)  0.25
H (-2.729, 0.167, 0.292)  0.31
H (-1.324, 2.199, 0.112)  0.50
O (2.132, -0.063, 0.065)  -0.38
O (0.317, -1.140, -0.092)  -0.35
O (0.398, 1.225, -0.095)  -0.35

Total charge = 0
HOMO energy = -0.366 hartree
SMILES = O=C1OC=CCO1
ΔE to the lowest compared entry with this formula, charge and spin = 171.2 kJ/mol
E = -380.48182 hartree

=====

(2)
ORCA calculation (ωB97M-V/def2-TZVPD) on a 2-piece molecular cluster, C7H14N2S overall at a distorted geometry.

Last column: Mulliken charge in e.
Geometry (Å):
C (0.629, 2.242, -2.249)  -0.85
C (2.758, 2.323, -0.339)  -0.89
S (1.955, 1.273, -1.572)  -0.07
H (0.986, 3.152, -2.708)  0.34
H (0.125, 1.670, -3.021)  0.29
H (-0.162, 2.488, -1.525)  0.27
H (2.915, 3.341, -0.668)  0.31
H (3.729, 2.039, 0.092)  0.33
H (2.189, 2.247, 0.591)  0.27
C (-2.489, -1.112, 2.067)  -0.47
C (-2.232, 0.201, 2.826)  -1.05
C (-1.408, -1.352, 1.044)  0.56
C (-0.051, -1.382, 1.184)  -0.71
C (-0.634, -1.760, -0.907)  -0.32
N (-1.770, -1.781, -0.257)  -0.58
N (0.434, -1.620, -0.088)  -0.08
H (-2.663, -2.059, 2.603)  0.35
H (-3.498, -1.076, 1.635)  0.29
H (-3.130, 0.630, 3.261)  0.35
H (0.538, -1.369, 2.078)  0.42
H (-0.638, -1.712, -1.987)  0.44
H (1.374, -1.486, -0.394)  0.24
H (-1.646, 0.867, 2.200)  0.32
H (-1.525, -0.059, 3.630)  0.24

Total charge = 0
HOMO energy = -0.309 hartree
SMILES = CCc1c[nH]cn1.CSC
ΔE to the lowest compared entry with this formula, charge and spin = 130.6 kJ/mol
E = -782.78149 hartree

=====

(3)
ORCA calculation (ωB97M-V/def2-TZVPD) on a 3-piece molecular cluster, C28H47N3O5 overall.

Last column: Mulliken charge in e.
Geometry (Å):
C (-0.173, -1.307, -1.019)  -0.46
N (0.898, -2.310, -1.165)  0.32
C (0.365, -3.675, -1.141)  -0.89
C (1.863, -2.122, -0.139)  0.33
O (1.863, -2.714, 0.913)  -0.57
C (2.969, -1.128, -0.498)  -1.10
C (3.207, -0.119, 0.583)  0.60
C (4.007, -0.337, 1.626)  -0.30
C (4.192, 0.665, 2.701)  0.04
O (5.003, 0.503, 3.586)  -0.57
C (3.345, 1.886, 2.655)  -0.28
C (2.545, 2.121, 1.622)  -0.71
C (2.464, 1.180, 0.481)  0.83
O (1.809, 1.446, -0.506)  -0.63
H (-0.508, -0.978, -2.002)  -0.18
H (-1.024, -1.733, -0.479)  0.39
H (0.174, -0.438, -0.462)  0.19
H (-0.166, -3.848, -2.077)  0.12
H (-0.321, -3.840, -0.303)  0.37
H (1.186, -4.386, -1.065)  0.36
H (2.727, -0.638, -1.437)  0.39
H (3.873, -1.723, -0.640)  0.44
H (4.549, -1.269, 1.726)  0.47
H (3.413, 2.552, 3.504)  0.37
H (1.926, 3.007, 1.555)  0.49
C (-0.316, 2.629, 8.450)  -1.78
C (0.526, 3.237, 7.316)  1.86
C (-0.040, 4.591, 6.867)  -1.28
C (-1.336, 4.482, 6.067)  -0.47
C (-1.178, 3.524, 4.888)  -1.23
C (-0.666, 2.140, 5.302)  1.92
N (0.582, 2.332, 6.116)  0.31
O (1.636, 2.498, 5.408)  -0.47
C (-1.738, 1.366, 6.073)  -1.84
C (-0.309, 1.314, 4.072)  -1.80
C (1.949, 3.414, 7.835)  -1.97
H (-0.283, 1.540, 8.424)  0.32
H (0.093, 2.949, 9.408)  0.49
H (-1.358, 2.942, 8.425)  0.32
H (0.715, 5.094, 6.256)  0.39
H (-0.191, 5.206, 7.759)  0.35
H (-2.161, 4.164, 6.710)  0.31
H (-1.608, 5.470, 5.693)  0.38
H (-2.130, 3.395, 4.367)  0.42
H (-0.474, 3.952, 4.168)  0.33
H (-1.328, 0.438, 6.473)  0.38
H (-2.540, 1.110, 5.380)  0.44
H (-2.185, 1.925, 6.889)  0.33
H (0.391, 1.835, 3.427)  0.11
H (-1.222, 1.113, 3.510)  0.42
H (0.139, 0.361, 4.359)  0.49
H (2.389, 2.452, 8.097)  0.45
H (1.911, 4.036, 8.731)  0.48
H (2.591, 3.895, 7.103)  0.37
C (-1.343, -3.938, -7.862)  -1.79
C (-1.968, -3.431, -6.553)  1.84
C (-3.213, -2.576, -6.827)  -1.28
C (-2.897, -1.198, -7.402)  -0.46
C (-1.889, -0.454, -6.529)  -1.26
C (-0.606, -1.252, -6.275)  1.75
N (-0.996, -2.607, -5.755)  0.50
O (-1.232, -2.615, -4.499)  -0.57
C (0.242, -1.349, -7.546)  -1.78
C (0.244, -0.565, -5.212)  -1.87
C (-2.348, -4.647, -5.715)  -1.97
H (-0.267, -4.071, -7.759)  0.33
H (-1.773, -4.908, -8.111)  0.48
H (-1.529, -3.279, -8.708)  0.32
H (-3.760, -2.454, -5.888)  0.41
H (-3.863, -3.135, -7.505)  0.34
H (-2.527, -1.282, -8.427)  0.31
H (-3.819, -0.617, -7.461)  0.38
H (-1.614, 0.501, -6.986)  0.40
H (-2.351, -0.225, -5.564)  0.35
H (1.087, -2.021, -7.394)  0.37
H (0.635, -0.357, -7.772)  0.45
H (-0.310, -1.683, -8.419)  0.32
H (-0.318, -0.382, -4.301)  0.17
H (0.589, 0.392, -5.607)  0.42
H (1.115, -1.171, -4.959)  0.51
H (-1.464, -5.232, -5.457)  0.44
H (-3.021, -5.273, -6.303)  0.47
H (-2.850, -4.363, -4.795)  0.36

Total charge = 0
Multiplicity = 3
HOMO energy (spin up / spin down) = -0.300 / -0.333 hartree
Expectation value of S² = 2.01
E = -1635.42484 hartree

=====

(4)
ORCA calculation (ωB97M-V/def2-TZVPD) on the molecule C16H35N3O5.

Last column: Mulliken charge in e.
Geometry (Å):
O (0.655, 3.220, -2.279)  -0.57
C (-0.658, 3.206, -2.768)  -0.58
H (-0.715, 2.610, -3.690)  0.32
C (-1.625, 2.637, -1.714)  -0.80
N (-1.056, 1.412, -1.181)  0.84
C (-1.352, 0.219, -1.939)  -0.61
H (-0.579, -0.520, -1.715)  -0.34
H (-1.271, 0.458, -2.999)  0.45
C (-2.715, -0.457, -1.657)  -0.44
H (-3.091, -0.140, -0.677)  0.38
O (-2.512, -1.858, -1.680)  -0.44
C (-3.407, -2.622, -0.904)  -0.68
C (-3.044, -2.688, 0.593)  -0.31
O (-1.983, -3.571, 0.867)  -0.47
C (-0.692, -3.078, 0.545)  0.19
H (-0.760, -2.335, -0.250)  -0.11
C (-0.005, -2.467, 1.777)  -1.15
N (1.049, -1.529, 1.437)  0.78
C (2.133, -2.084, 0.639)  -0.97
H (2.112, -3.179, 0.628)  0.45
C (2.030, -1.551, -0.798)  -0.60
O (1.868, -0.156, -0.817)  -0.70
H (1.345, 0.102, -0.027)  0.12
H (1.188, -2.031, -1.316)  0.24
H (2.945, -1.781, -1.353)  0.48
H (3.098, -1.771, 1.049)  0.49
C (1.457, -0.726, 2.580)  -1.12
H (2.515, -0.474, 2.487)  0.62
H (1.322, -1.271, 3.526)  0.39
C (0.658, 0.582, 2.625)  -1.26
N (1.010, 1.421, 1.484)  1.24
C (2.147, 2.286, 1.788)  -1.00
H (1.810, 3.227, 2.252)  0.38
C (3.021, 2.613, 0.567)  -0.43
O (3.827, 1.535, 0.178)  -0.65
H (3.252, 0.873, -0.250)  0.45
H (2.406, 2.966, -0.269)  0.11
H (3.708, 3.417, 0.850)  0.49
H (2.790, 1.771, 2.505)  0.40
C (-0.125, 2.178, 0.977)  -1.50
H (-0.622, 2.733, 1.792)  0.12
C (-1.142, 1.271, 0.259)  -0.14
H (-2.155, 1.495, 0.635)  0.49
H (-0.910, 0.231, 0.495)  -0.50
H (0.258, 2.908, 0.263)  0.75
H (0.847, 1.095, 3.581)  0.44
H (-0.406, 0.349, 2.588)  0.44
H (-0.764, -1.919, 2.344)  0.38
H (0.362, -3.282, 2.425)  0.32
H (-0.126, -3.935, 0.173)  0.35
H (-2.823, -1.680, 0.973)  0.12
H (-3.901, -3.088, 1.141)  0.43
H (-3.357, -3.634, -1.314)  0.33
H (-4.433, -2.243, -1.012)  0.43
H (-3.469, -0.184, -2.409)  0.38
H (-2.620, 2.487, -2.157)  0.38
H (-1.718, 3.360, -0.902)  0.46
H (-0.921, 4.238, -3.008)  0.43
H (0.839, 2.323, -1.958)  0.29

Total charge = 0
HOMO energy = -0.316 hartree
SMILES = OCCN1CCOCCOCCN(CCO)CCN(CCO)CC1
ΔE to the lowest compared entry with this formula, charge and spin = 165.0 kJ/mol
E = -1171.03986 hartree

=====

(5)
ORCA calculation (ωB97M-V/def2-TZVPD) on C3H5Cl2O2P as an isolated structure at a distorted geometry.

Last column: Mulliken charge in e.
Geometry (Å):
C (0.684, -1.251, 0.642)  0.43
C (-1.458, 1.219, -0.968)  -0.99
C (-1.199, 0.046, -0.071)  -0.30
O (0.220, -1.944, 1.474)  -0.45
O (0.215, -0.290, -0.073)  -0.18
P (2.966, -1.365, 0.389)  0.29
Cl (3.304, -0.447, 2.133)  -0.16
Cl (3.085, 0.346, -0.616)  -0.17
H (-2.430, 0.984, -1.447)  0.28
H (-1.571, 2.110, -0.467)  0.31
H (-0.571, 1.337, -1.568)  0.30
H (-1.725, -0.866, -0.434)  0.29
H (-1.520, 0.120, 1.004)  0.33

Total charge = 0
HOMO energy = -0.323 hartree
ΔE to the lowest compared entry with this formula, charge and spin = 67.1 kJ/mol
E = -1529.52709 hartree

=====

(6)
ORCA calculation (ωB97M-V/def2-TZVPD) on a 2-piece molecular cluster, C5H11N3 overall at a distorted geometry.

Last column: Mulliken charge in e.
Geometry (Å):
C (-2.634, 0.978, -0.585)  -0.43
C (0.743, 0.124, -0.434)  0.39
C (0.503, -2.297, -0.925)  -0.86
C (2.852, 1.067, 0.162)  -0.75
C (-1.494, 0.050, 1.314)  -0.95
N (-0.324, 0.720, -0.705)  -0.64
N (1.954, 0.090, -0.271)  -0.36
N (-1.461, 0.591, -0.035)  0.60
H (-2.697, 1.563, -1.553)  0.28
H (-3.660, 0.769, -0.166)  0.20
H (1.244, -2.301, -1.768)  0.31
H (-0.629, -2.427, -1.273)  0.23
H (0.841, -2.640, 0.087)  0.31
H (2.475, 2.173, -0.030)  0.27
H (3.946, 0.914, -0.233)  0.22
H (2.937, 0.896, 1.295)  0.26
H (-1.438, 0.935, 2.011)  0.31
H (-0.707, -0.651, 1.623)  0.31
H (-2.452, -0.555, 1.484)  0.31

Total charge = 0
HOMO energy (spin up / spin down) = -0.293 / -0.224 hartree
ΔE to the lowest compared entry with this formula, charge and spin = 723.9 kJ/mol
E = -361.11366 hartree